No. 1
DFT (ωB97M-V with the def2-TZVPD basis set) results for a 3-piece molecular cluster, C4H8N2O overall in a non-equilibrium geometry.

For the LUMO energy, the calculation gives 0.464 eV. The HOMO-LUMO gap is 9.079 eV. The HOMO energy is -8.6 eV.

Last column: natural (NBO) charge in e.
Element x y z (Å)
C1 1.51834 -1.29291 0.17806  -0.265
N1 0.29319 -0.86484 0.54658  -0.467
C2 -0.11137 0.40170 0.21978  -0.099
C3 -1.60719 0.62949 0.22745  -0.083
O1 -2.26765 -0.45334 -0.40152  -0.716
C4 0.74643 1.49001 0.58191  0.238
N2 1.43818 2.37741 0.86774  -0.319
H1 2.35854 -0.64293 0.40441  0.216
H2 1.69649 -2.36325 0.21451  0.214
H3 1.30155 -0.55261 -1.27562  -0.004
H4 -0.46891 -1.53036 0.44661  0.420
H5 0.71367 0.11127 -1.32164  0.010
H6 -1.82717 1.59209 -0.25204  0.191
H7 -2.00631 0.66521 1.24723  0.191
H8 -2.00386 -0.44261 -1.33318  0.474

Forces on the atoms, in the same order (eV/Å):
C -0.009 0.026 0.208
N -0.006 0.022 -0.195
C -0.007 -0.047 0.140
C 0.071 0.230 0.196
O 0.034 -0.006 -0.276
C 0.515 0.652 0.224
N -0.620 -0.819 -0.284
H -0.131 -0.070 -0.067
H -0.058 0.160 0.011
H 0.001 0.094 -0.146
H 0.114 0.030 0.056
H 0.120 -0.067 0.023
H 0.053 -0.169 0.075
H 0.036 0.020 -0.106
H -0.112 -0.056 0.143

No. 2
DFT (ωB97M-V with the def2-TZVPD basis set) results for one molecule with the formula C4H8N2O.

For the LUMO energy, the calculation gives 0.850 eV. The HOMO-LUMO gap is 10.262 eV. The HOMO energy is -9.4 eV. As for the SMILES: O=C1NCCCN1.

Last column: natural (NBO) charge in e.
Element x y z (Å)
O1 -1.96445 -0.52265 -1.97667  -0.660
C1 -1.10135 -0.29807 -1.14186  0.778
N1 0.07045 0.36997 -1.43421  -0.646
C2 1.21820 0.23402 -0.55682  -0.216
C3 0.77096 0.57025 0.86104  -0.414
C4 -0.37927 -0.34346 1.29111  -0.208
N2 -1.23365 -0.69115 0.16655  -0.644
H1 0.22526 0.45676 -2.42851  0.405
H2 1.64306 -0.78108 -0.59109  0.178
H3 1.99417 0.92973 -0.88861  0.209
H4 0.45373 1.61780 0.88189  0.212
H5 1.60343 0.45619 1.56367  0.218
H6 -0.97479 0.15598 2.06619  0.197
H7 0.02069 -1.26425 1.73503  0.185
H8 -2.12251 -1.12844 0.34941  0.408

Forces on the atoms, in the same order (eV/Å):
O 0.187 0.074 0.126
C -0.003 0.007 0.068
N -0.115 -0.112 -0.146
C 0.097 0.016 0.094
C 0.014 0.026 0.011
C 0.091 -0.010 0.117
N -0.131 0.063 -0.187
H -0.019 -0.027 0.150
H -0.055 0.094 0.008
H -0.102 -0.093 0.055
H 0.007 -0.133 -0.020
H -0.132 0.043 -0.109
H 0.103 -0.089 -0.106
H -0.011 0.107 -0.070
H 0.069 0.033 0.008

No. 3
DFT (ωB97M-V with the def2-TZVPD basis set) results for a 2-piece molecular cluster, C4H8N2O overall.

For the LUMO energy, the calculation gives 0.804 eV. The HOMO-LUMO gap is 9.992 eV. The HOMO energy is -9.2 eV. As for the SMILES: [H]/N=C\NC.C=C=O.

Last column: natural (NBO) charge in e.
Element x y z (Å)
H1 -0.62325 0.30663 2.03095  0.329
N1 0.21033 -0.11626 1.62000  -0.728
C1 -0.01266 -0.56098 0.44419  0.278
N2 -1.17434 -0.59272 -0.27875  -0.620
C2 -2.42143 -0.13234 0.27827  -0.426
H2 0.82446 -1.01912 -0.08345  0.168
H3 -1.06968 -0.60266 -1.28178  0.402
H4 -3.22015 -0.31179 -0.44407  0.214
H5 -2.41784 0.93435 0.54003  0.187
H6 -2.64486 -0.71064 1.18112  0.203
C3 2.88108 0.55822 -0.39804  -0.792
C4 2.00541 0.57785 -1.37120  0.718
O1 1.20746 0.56999 -2.22771  -0.491
H7 3.93353 0.59584 -0.63477  0.264
H8 2.52195 0.50362 0.62521  0.295

Forces on the atoms, in the same order (eV/Å):
H 0.053 -0.051 -0.011
N -0.269 -0.082 -0.196
C 0.067 -0.061 0.069
N 0.164 -0.006 0.055
C -0.159 0.037 0.042
H -0.137 0.001 0.021
H -0.033 -0.103 0.151
H 0.098 0.049 0.111
H 0.025 -0.093 -0.048
H -0.031 0.117 -0.075
C -0.037 0.035 -0.099
C -0.360 0.047 -0.482
O 0.652 0.059 0.626
H -0.037 0.020 -0.014
H 0.005 0.032 -0.150

No. 4
DFT (ωB97M-V with the def2-TZVPD basis set) results for one molecule with the formula C4H8N2O.

For the LUMO energy, the calculation gives 0.868 eV. The HOMO-LUMO gap is 9.962 eV. The HOMO energy is -9.1 eV. As for the SMILES: NC(=O)CN1CC1.

Last column: natural (NBO) charge in e.
Element x y z (Å)
N1 1.18939 -0.86687 -1.16946  -0.837
C1 1.31005 -0.84678 0.19617  0.650
O1 1.83940 -1.76121 0.80032  -0.598
C2 0.79074 0.41578 0.90636  -0.320
N2 -0.55246 0.92288 0.66555  -0.401
C3 -1.68853 0.04020 0.55852  -0.252
C4 -1.25912 0.88061 -0.59882  -0.265
H1 1.69070 -1.60202 -1.64881  0.404
H2 1.03044 -0.01203 -1.67836  0.390
H3 0.86257 0.20351 1.97844  0.232
H4 1.49578 1.23231 0.68332  0.215
H5 -1.50838 -1.03469 0.46089  0.193
H6 -2.56157 0.30779 1.15578  0.203
H7 -0.85012 0.32436 -1.44287  0.185
H8 -1.78887 1.79617 -0.86702  0.202

Forces on the atoms, in the same order (eV/Å):
N 0.136 -0.026 -0.045
C 0.170 -0.039 -0.021
O -0.339 0.322 -0.097
C 0.069 -0.035 0.088
N 0.069 0.035 0.029
C -0.160 -0.170 0.048
C -0.048 0.013 -0.229
H -0.068 0.092 0.090
H 0.091 -0.133 0.113
H 0.055 0.028 -0.231
H -0.130 -0.213 0.028
H 0.004 0.250 0.025
H 0.232 -0.049 -0.166
H -0.168 0.180 0.233
H 0.089 -0.255 0.135

No. 5
DFT (ωB97M-V with the def2-TZVPD basis set) results for a 2-piece molecular cluster, C4H8N2O overall in a non-equilibrium geometry.

For the LUMO energy, the calculation gives 0.672 eV. The HOMO-LUMO gap is 8.920 eV. The HOMO energy is -8.2 eV. As for the SMILES: Cc1cnc[nH]1.O.

Last column: natural (NBO) charge in e.
Element x y z (Å)
C1 -1.43315 1.64742 0.71622  -0.637
C2 -0.12248 0.92406 0.56549  0.077
C3 1.08764 1.16767 1.17950  -0.091
N1 1.77858 0.02333 1.41487  -0.455
C4 1.05076 -0.93427 0.87532  0.148
N2 -0.10647 -0.44661 0.38590  -0.510
H1 -1.56029 2.03812 1.71885  0.226
H2 -1.52162 2.42486 -0.04216  0.225
H3 -2.25177 0.94497 0.54604  0.208
H4 1.30624 2.10957 1.65234  0.195
H5 1.50027 -1.89845 0.70237  0.202
H6 -0.96957 -0.90973 0.14351  0.413
O1 0.45403 -2.12556 -2.98263  -0.939
H7 0.43988 -3.08782 -2.96720  0.469
H8 0.34796 -1.87754 -3.90840  0.471

Forces on the atoms, in the same order (eV/Å):
C 0.246 -0.217 -1.066
C 0.297 -0.778 1.571
C -1.188 0.536 0.504
N 0.391 -0.048 -0.800
C 1.017 0.252 0.242
N -0.976 0.429 -0.447
H 0.086 0.246 0.050
H -0.193 0.236 0.234
H -0.023 0.048 -0.046
H 0.506 0.099 -0.105
H -0.662 -0.327 0.074
H 0.520 -0.462 -0.238
O -0.063 0.024 -0.010
H 0.014 0.052 -0.093
H 0.028 -0.090 0.129

No. 6
DFT (ωB97M-V with the def2-TZVPD basis set) results for a 3-piece molecular cluster, C4H8N2O overall in a non-equilibrium geometry.

For the LUMO energy (alpha / beta), the calculation gives 0.350 / 0.727 eV. The HOMO-LUMO gap (alpha / beta) is 7.188 / 8.385 eV. The HOMO energy (alpha / beta) is -6.8 / -7.7 eV.

Last column: natural (NBO) charge in e.
Element x y z (Å)
C1 1.64791 -0.26228 1.80551  -0.081
C2 0.23598 0.33929 0.02112  0.505
N1 0.96445 -0.16747 -0.97338  -0.869
C3 -1.55102 1.17997 -1.06028  -0.222
C4 -2.53657 0.37763 -1.41710  -0.504
O1 1.94991 -1.56270 1.45834  -0.717
N2 -0.27760 0.70643 1.02426  -0.351
H1 1.25255 -2.14443 1.78664  0.484
H2 1.62441 -0.89467 -0.72534  0.428
H3 0.49084 -0.16216 -1.86919  0.433
H4 1.22152 -0.12302 2.79180  0.165
H5 2.44744 0.41716 1.53767  0.163
H6 -1.51505 2.25152 -1.24001  0.175
H7 -3.40476 0.72379 -1.98598  0.198
H8 -2.55002 -0.67907 -1.15407  0.193

Forces on the atoms, in the same order (eV/Å):
C 0.778 -0.118 1.260
C -2.580 1.108 -0.379
N 0.080 0.150 -0.010
C -0.061 -0.198 -0.617
C 0.132 -0.006 0.118
O -0.235 -0.161 -0.246
N 1.331 -0.682 -0.285
H 0.141 0.077 0.006
H -0.112 0.001 -0.087
H 0.288 -0.183 0.236
H -0.016 -0.007 -0.040
H -0.050 -0.006 -0.125
H 0.115 -0.068 0.075
H 0.117 0.045 0.149
H 0.073 0.049 -0.057

No. 7
DFT (ωB97M-V with the def2-TZVPD basis set) results for a 2-piece molecular cluster, C4H8N2O overall in a non-equilibrium geometry.

For the LUMO energy (alpha / beta), the calculation gives -0.823 / -0.262 eV. The HOMO-LUMO gap (alpha / beta) is 6.702 / 8.940 eV. The HOMO energy (alpha / beta) is -7.5 / -9.2 eV.

Last column: natural (NBO) charge in e.
Element x y z (Å)
C1 -2.20550 0.00926 -0.06743  0.195
C2 0.47532 -1.61302 -0.14929  -0.680
C3 -0.95342 0.55131 -0.07177  0.124
C4 0.32030 -0.18280 -0.57917  0.063
N1 -3.20989 -0.51720 -0.21024  -0.270
N2 -0.85556 1.86869 -0.16801  -0.734
O1 1.38243 0.66349 -0.14402  -0.722
H1 -0.15351 -2.40767 -0.63137  0.248
H2 0.19973 -1.64825 0.96039  0.238
H3 1.57798 -1.74792 -0.05989  0.236
H4 -0.31436 -0.31925 2.02840  -0.232
H5 0.22388 -0.18809 -1.72324  0.210
H6 -1.45228 2.61055 0.11916  0.414
H7 0.14499 2.03305 -0.15989  0.417
H8 1.51190 0.38821 0.83532  0.493

Forces on the atoms, in the same order (eV/Å):
C -0.742 -1.207 -0.171
C 0.242 -0.543 2.482
C 1.579 -0.450 0.913
C -1.635 0.497 -1.209
N -1.367 -0.523 0.045
N 1.913 0.762 -0.414
O 0.529 -1.515 1.554
H 1.017 0.929 -0.030
H 0.037 0.016 -1.262
H -0.744 -0.699 -0.869
H -0.357 0.638 -0.688
H 0.559 0.502 1.411
H -0.757 -0.193 0.272
H 0.019 1.041 -0.036
H -0.293 0.746 -1.998

No. 8
DFT (ωB97M-V with the def2-TZVPD basis set) results for one molecule with the formula C4H8N2O.

For the LUMO energy, the calculation gives 0.746 eV. The HOMO-LUMO gap is 9.012 eV. The HOMO energy is -8.3 eV. As for the SMILES: C=C(N)NC(C)=O.

Last column: natural (NBO) charge in e.
Element x y z (Å)
C1 -1.30518 -0.26629 -1.67405  -0.541
C2 -1.18891 -0.17807 -0.35268  0.334
N1 -2.26551 -0.29056 0.53775  -0.825
N2 0.02881 -0.05261 0.33624  -0.631
C3 1.26704 0.21253 -0.17143  0.686
C4 2.33499 0.22093 0.90717  -0.713
O1 1.49997 0.42928 -1.33641  -0.587
H1 -0.44485 -0.26096 -2.31094  0.242
H2 -2.27390 -0.34838 -2.13206  0.195
H3 -2.24734 0.37325 1.30085  0.368
H4 -3.15773 -0.28091 0.06504  0.385
H5 -0.03904 -0.22624 1.32897  0.396
H6 3.29436 0.45233 0.45444  0.243
H7 2.39144 -0.75484 1.38523  0.226
H8 2.10585 0.97054 1.66188  0.224

Forces on the atoms, in the same order (eV/Å):
C 0.095 0.026 -0.085
C 0.007 -0.032 -0.292
N 0.002 -0.060 0.205
N -0.670 -0.087 0.366
C 0.428 0.129 0.305
C 0.086 0.042 -0.241
O 0.020 -0.029 -0.181
H 0.169 -0.001 -0.058
H -0.274 0.016 0.028
H -0.056 0.065 -0.121
H 0.067 0.003 0.074
H 0.145 -0.041 -0.157
H -0.018 0.000 -0.019
H 0.011 -0.064 0.083
H -0.013 0.032 0.094

Short version: energy relative to the best compared isomer or geometry (same formula, charge and spin) = 110.5 1.7 55.4 46.1 33.5 177.7 131.8 20.1 kcal per mole, in the order given.